Formula: C37H98N13O23
Source: the Open Molecules 2025 dataset
Level of theory: wB97M-V/def2-TZVPD

Last column: Löwdin charge in e.
CARTESIAN COORDINATES (ANGSTROEM)
1 C -3.15164 0.39030 0.70811  0.009
2 N -4.24343 1.20280 1.38741  -0.300
3 C -4.35990 0.73054 2.88955  0.038
4 C -3.76234 2.64464 1.42507  0.016
5 C -5.59728 1.13375 0.58466  -0.019
6 C -6.02416 -0.36673 0.34379  -0.229
7 O -6.42807 -0.91760 1.54747  -0.064
8 H -3.21728 0.65450 -0.34735  0.094
9 H -3.35658 -0.65096 0.95688  0.087
10 H -2.20830 0.68285 1.16922  0.096
11 H -5.06104 1.34833 3.45066  0.113
12 H -3.35753 0.86556 3.29591  0.078
13 H -4.60249 -0.33129 2.93161  0.083
14 H -4.61417 3.31730 1.32505  0.103
15 H -3.28641 2.77781 0.45355  0.098
16 H -3.19381 2.90673 2.31737  0.109
17 H -5.48555 1.73676 -0.31645  0.139
18 H -6.30303 1.72690 1.16620  0.132
19 H -5.26458 -0.94087 -0.18677  0.095
20 H -6.93140 -0.39152 -0.25987  0.133
21 H -6.72903 -1.80688 1.34696  0.101
22 C 6.66907 2.63363 -3.50480  -0.053
23 C 5.67296 1.54532 -3.81664  -0.225
24 C 5.69666 0.32502 -2.81188  -0.121
25 O 5.23253 0.66157 -1.48475  -0.195
26 C 5.32748 -0.28758 -0.47388  -0.120
27 N 4.26583 2.21322 -3.88170  0.236
28 H 3.99527 2.62460 -2.99985  0.070
29 H 4.17823 2.97505 -4.53900  0.131
30 H 3.56160 1.58848 -4.24757  0.116
31 H 7.69158 2.29154 -3.34497  0.087
32 H 6.56084 3.21297 -2.58788  0.082
33 H 6.73728 3.34847 -4.32483  0.088
34 H 5.83669 1.22079 -4.84425  0.149
35 H 6.73035 0.03944 -2.61688  0.122
36 H 5.19050 -0.58111 -3.14481  0.102
37 H 6.29961 -0.77218 -0.38320  0.091
38 H 4.63097 -1.10532 -0.65898  0.069
39 H 5.03046 0.10019 0.50055  0.079
40 C 1.48762 -1.90535 4.69041  -0.037
41 C 0.57517 -1.14376 5.62696  -0.269
42 C 1.13638 0.18687 6.21040  -0.154
43 O 0.62923 0.42217 7.52538  -0.191
44 C 0.72019 1.77117 7.91632  -0.092
45 N -0.77121 -0.83483 4.99697  0.225
46 H -0.97847 -1.42664 4.20519  0.148
47 H -1.50683 -0.95416 5.67867  0.162
48 H -0.83007 0.10068 4.62087  0.084
49 H 1.52801 -1.36990 3.74185  0.078
50 H 1.10004 -2.90830 4.51155  0.065
51 H 2.47213 -2.07947 5.12461  0.103
52 H 0.23573 -1.81945 6.41202  0.144
53 H 0.89022 0.99917 5.52653  0.110
54 H 2.22100 0.11655 6.29255  0.135
55 H 1.69506 2.15729 7.61859  0.096
56 H 0.63831 1.77882 9.00321  0.095
57 H -0.01794 2.38069 7.39501  0.090
58 C 0.12851 -8.73165 2.25262  -0.031
59 C 0.97434 -7.78603 1.34659  -0.271
60 C 1.84303 -6.82704 2.19304  -0.134
61 O 2.56289 -5.78382 1.44018  -0.164
62 C 1.87426 -4.59834 1.31229  -0.120
63 N 1.90794 -8.49713 0.36751  0.246
64 H 2.28918 -7.95703 -0.39607  0.177
65 H 2.65525 -8.95986 0.86502  0.173
66 H 1.38308 -9.23689 -0.07676  0.166
67 H -0.54141 -9.40680 1.72018  0.082
68 H -0.55837 -8.26224 2.95686  0.098
69 H 0.82255 -9.28974 2.88107  0.093
70 H 0.29223 -7.34684 0.61863  0.131
71 H 2.63070 -7.28154 2.79396  0.143
72 H 1.23770 -6.35219 2.96517  0.132
73 H 2.15257 -4.07568 0.39716  0.094
74 H 2.06593 -3.96417 2.17785  0.098
75 H 0.80399 -4.75253 1.17500  0.068
76 C 1.58171 -0.96640 0.32389  -0.015
77 C 1.80313 0.15990 -0.75325  -0.225
78 C 0.69555 0.35708 -1.80894  -0.189
79 O -0.30304 1.15754 -1.33151  -0.192
80 C -1.31171 1.34254 -2.24970  -0.104
81 N 1.98629 1.44894 0.01566  0.254
82 H 2.51023 2.06141 -0.59299  0.118
83 H 1.08062 1.81697 0.26947  0.118
84 H 2.46860 1.41307 0.90234  0.080
85 H 1.38252 -1.90462 -0.19398  0.049
86 H 0.70198 -0.73682 0.92512  0.053
87 H 2.47505 -1.11514 0.93044  0.079
88 H 2.75969 -0.01255 -1.24655  0.113
89 H 0.35610 -0.58264 -2.24460  0.119
90 H 1.15079 0.86526 -2.65900  0.132
91 H -0.94310 2.06930 -2.97361  0.096
92 H -2.12265 1.80314 -1.68549  0.070
93 H -1.68390 0.52641 -2.86898  0.096
94 C -3.29309 -7.87607 0.62426  -0.093
95 C -3.55478 -6.47147 0.17521  -0.227
96 C -2.55347 -5.98119 -0.90457  -0.104
97 N -2.96320 -4.63710 -1.55139  -0.210
98 C -4.21472 -4.86408 -2.42290  0.044
99 C -1.80843 -4.18102 -2.46330  -0.080
100 C -0.86879 -3.38250 -1.58328  -0.146
101 C -1.64376 -3.02559 -0.33414  -0.159
102 C -3.09692 -3.43731 -0.53363  -0.051
103 H -3.47533 -8.55055 -0.21239  0.092
104 H -3.92434 -8.21375 1.44621  0.092
105 H -2.25262 -7.90666 0.94766  0.044
106 H -3.47583 -5.80157 1.03142  0.107
107 H -4.58674 -6.44452 -0.17469  0.112
108 H -2.23171 -6.63682 -1.71372  0.134
109 H -1.57351 -5.78016 -0.47170  0.109
110 H -3.93053 -5.73352 -3.01571  0.107
111 H -4.37252 -4.02334 -3.09844  0.089
112 H -5.15631 -5.08026 -1.91814  0.102
113 H -2.21030 -3.43937 -3.15363  0.139
114 H -1.25204 -4.94630 -3.00446  0.145
115 H -0.61979 -2.51191 -2.19006  0.116
116 H 0.05127 -3.89667 -1.30541  0.107
117 H -1.62254 -1.94446 -0.19701  0.102
118 H -1.21309 -3.42535 0.58391  0.100
119 H -3.62968 -2.64849 -1.06469  0.105
120 H -3.68055 -3.75377 0.33086  0.119
121 C -2.51508 9.13300 -2.24964  -0.115
122 C -1.48116 8.09050 -2.52751  -0.225
123 C -0.55938 7.88701 -1.26961  -0.070
124 N 0.57886 6.77953 -1.37334  -0.233
125 C 1.59473 7.32255 -2.40686  0.058
126 C 0.09347 5.44633 -1.97577  -0.104
127 C -0.54252 4.78550 -0.78370  -0.158
128 C 0.37082 5.07759 0.43815  -0.102
129 C 1.09288 6.41795 0.04403  -0.044
130 H -3.41897 8.80070 -1.73908  0.081
131 H -2.86273 9.63833 -3.15068  0.082
132 H -2.07698 9.97440 -1.71279  0.076
133 H -0.99288 8.19900 -3.49597  0.117
134 H -2.07866 7.19015 -2.67056  0.104
135 H -1.12319 7.56557 -0.39388  0.125
136 H 0.04351 8.76838 -1.05097  0.124
137 H 0.90421 7.63986 -3.18826  0.084
138 H 2.24930 6.49559 -2.68214  0.105
139 H 2.01215 8.21250 -1.93587  0.106
140 H 0.94701 4.87678 -2.34345  0.125
141 H -0.65509 5.61467 -2.74999  0.125
142 H -0.72699 3.73309 -0.99937  0.092
143 H -1.52280 5.23060 -0.61332  0.103
144 H 1.18491 4.35280 0.43178  0.089
145 H -0.15520 5.05774 1.39262  0.110
146 H 2.16135 6.25272 -0.09441  0.117
147 H 0.95890 7.30756 0.65946  0.125
148 N 0.97207 4.09529 -5.27161  -0.687
149 O 2.05112 3.55477 -5.29358  -0.046
150 O -0.04749 3.43663 -5.43209  -0.050
151 O 0.87216 5.31524 -5.12510  -0.074
152 N 4.12291 4.45463 -1.06584  -0.631
153 O 4.11172 4.35072 0.14960  0.013
154 O 3.43593 3.70249 -1.76485  -0.111
155 O 4.88450 5.19158 -1.70135  -0.021
156 N 3.78448 0.87004 3.36703  -0.625
157 O 3.63811 1.37916 2.24095  -0.081
158 O 4.09661 -0.31651 3.49392  -0.060
159 O 3.45060 1.52288 4.32903  -0.013
160 N 2.98253 -1.79614 -4.02377  -0.709
161 O 2.87077 -0.61783 -4.26933  -0.034
162 O 2.96309 -2.69141 -4.85001  -0.033
163 O 3.23282 -2.13602 -2.89928  -0.070
164 N -5.10430 -0.99897 -3.41290  -0.686
165 O -5.36837 -1.89539 -4.17260  -0.024
166 O -5.90096 -0.08208 -3.19388  -0.042
167 O -3.97298 -0.98070 -2.93446  -0.097
168 N 0.08053 1.89893 3.16945  -0.663
169 O 0.90311 2.67837 2.74982  0.050
170 O -0.79286 2.12167 4.03591  -0.084
171 O -0.05934 0.87324 2.62104  -0.051

Summary:
- net charge = +1
- 2S+1 = 1
- E_LUMO (Eh) = -0.146
- maximum force (eV/Å) = 8.3
- gap between HOMO and LUMO (eV) = 4.268
- DFT total energy (eV) = -106385.634



Formula: C35H40N4OsP2
Source: the Open Molecules 2025 dataset
Level of theory: wB97M-V/def2-TZVPD

Last column: Löwdin spin population.
CARTESIAN COORDINATES (ANGSTROEM)
1 Os 0.55579 -0.43766 3.15486  1.790
2 C -0.72915 1.47159 3.40743  0.124
3 C -1.35072 0.39859 2.71893  0.004
4 C -1.50360 0.40673 1.21531  0.010
5 C -0.18605 0.48785 0.41138  0.015
6 C 1.08285 0.11530 1.13834  0.085
7 C 1.77116 0.98078 2.03717  0.019
8 C 1.38609 2.42124 2.29733  0.005
9 C -0.06917 2.64736 2.76361  0.016
10 C 1.78913 -1.91131 3.46166  0.119
11 H -0.96499 1.59915 4.47311  0.001
12 H -2.07078 -0.21937 3.27196  0.006
13 H -2.14301 1.25306 0.93997  -0.002
14 H -2.05806 -0.49341 0.90950  0.001
15 H -0.27429 -0.21243 -0.43599  0.001
16 H -0.09549 1.48535 -0.05107  0.002
17 H 1.68447 -0.67600 0.67175  0.013
18 H 2.83463 0.76119 2.21443  0.010
19 H 1.59544 3.06160 1.41955  -0.002
20 H 2.05329 2.79311 3.09641  0.000
21 H -0.03003 3.43369 3.53151  0.000
22 H -0.67690 3.05688 1.94460  0.006
23 H 2.21146 -1.77765 4.46924  0.022
24 H 2.57369 -1.97856 2.70511  0.033
25 H 1.18945 -2.83335 3.49027  0.013
26 P 1.48925 -0.87372 -2.79315  0.001
27 P -2.01725 -0.54456 -2.65467  -0.002
28 N 2.87413 0.16622 -3.12790  0.000
29 N 2.13297 -2.21479 -3.86606  0.000
30 N -2.29801 1.19453 -2.86983  0.001
31 N -3.59260 -0.99823 -3.44958  0.037
32 C 0.41247 -0.15729 -4.13173  0.000
33 C -0.99808 -0.78284 -4.18531  0.001
34 C 3.91549 0.40036 -2.21813  0.000
35 C 4.92712 1.10532 -2.86015  0.000
36 C 4.51313 1.30595 -4.21209  0.000
37 C 3.25925 0.72933 -4.34769  0.000
38 C 2.32518 -3.53820 -3.46442  0.000
39 C 2.77106 -4.28618 -4.55551  0.000
40 C 2.87942 -3.39309 -5.66910  0.000
41 C 2.46937 -2.14085 -5.22188  0.000
42 C -2.24605 2.07642 -1.77977  0.000
43 C -2.08435 3.37351 -2.24744  0.001
44 C -2.10659 3.30687 -3.67607  0.000
45 C -2.21515 1.97384 -4.02876  0.001
46 C -4.33530 -0.34253 -4.43889  0.343
47 C -5.47142 -1.08947 -4.74129  0.116
48 C -5.39959 -2.29634 -3.96568  0.129
49 C -4.22347 -2.23070 -3.21582  0.344
50 H 0.84133 -0.30860 -5.13928  0.000
51 H 0.35179 0.93427 -3.96161  0.000
52 H -1.53881 -0.42517 -5.08102  0.001
53 H -0.91861 -1.88027 -4.28408  0.000
54 H 3.80982 0.06741 -1.19439  0.000
55 H 5.85839 1.43650 -2.41474  0.000
56 H 5.05591 1.80494 -5.00649  0.000
57 H 2.61055 0.69888 -5.21306  0.000
58 H 2.11383 -3.82664 -2.44456  0.000
59 H 2.98937 -5.34338 -4.56365  0.000
60 H 3.22183 -3.61695 -6.67109  0.000
61 H 2.36871 -1.22927 -5.78931  0.000
62 H -2.38575 1.70802 -0.77653  0.000
63 H -1.96817 4.24992 -1.63374  0.000
64 H -2.06384 4.14174 -4.36416  0.000
65 H -2.24381 1.52174 -5.01394  0.000
66 H -4.01254 0.59998 -4.85356  0.013
67 H -6.26420 -0.79227 -5.42074  0.001
68 H -6.12303 -3.09920 -3.96203  0.002
69 H -3.77511 -2.94081 -2.54081  0.013
70 C 0.17223 -0.54621 5.02349  0.114
71 C -0.19103 -0.28637 6.20468  0.309
72 C -0.25560 -0.15025 7.60514  0.055
73 C -1.37932 0.46666 8.21785  0.069
74 C -1.41049 0.66154 9.59551  -0.005
75 C -0.36898 0.17820 10.40217  0.094
76 C 0.75876 -0.41131 9.81045  -0.005
77 C 0.80595 -0.61417 8.43401  0.071
78 H -2.20427 0.79523 7.58120  0.003
79 H -2.24839 1.19851 10.04353  -0.002
80 H -0.43320 0.25509 11.48972  0.004
81 H 1.61320 -0.71028 10.42229  -0.002
82 H 1.65731 -1.11477 7.96331  0.002

Summary:
- <S²> = 6.081
- net charge = +2
- 2S+1 = 5
- E_LUMO (spin up / spin down) (Eh) = -0.196 / -0.330
- maximum force (eV/Å) = 4.2
- gap between HOMO and LUMO (spin up / spin down) (eV) = 6.478 / 2.833
- DFT total energy (eV) = -63926.317



Formula: C7H11N2O2
Source: the Open Molecules 2025 dataset
Level of theory: wB97M-V/def2-TZVPD

Last column: Löwdin spin population.
CARTESIAN COORDINATES (ANGSTROEM)
1 C 0.34919 0.54308 -2.56983  0.047
2 C 1.00171 -1.50299 -1.18466  0.296
3 C 0.03765 -0.79476 -1.98244  0.273
4 C -1.03647 -2.34547 -1.00545  0.243
5 N 0.30973 -2.43935 -0.55457  0.091
6 N -1.17239 -1.36684 -1.84976  -0.003
7 H 2.02566 -1.19815 -1.06054  0.010
8 H 0.69631 -2.97821 0.21140  0.000
9 H 0.72912 1.14766 -1.74427  0.017
10 H -0.55533 0.90570 -3.06413  0.000
11 H -1.91051 -2.90808 -0.72792  0.008
12 H 1.03671 0.46780 -3.41419  0.016
13 C 0.85270 2.00400 1.53659  0.000
14 C 1.93280 1.11138 2.18115  0.000
15 C -0.67443 1.45050 1.56131  0.000
16 O -0.77197 0.25218 1.89815  0.001
17 O -1.53725 2.27877 1.25342  0.001
18 H 0.79598 2.88397 2.17317  0.000
19 H 1.06166 2.41357 0.55495  0.000
20 H 2.32509 1.70951 3.00861  0.000
21 H 2.74136 0.85868 1.50241  0.000
22 H 1.52649 0.19488 2.63087  0.000

Summary:
- <S²> = 0.761
- net charge = 0
- 2S+1 = 2
- E_LUMO (spin up / spin down) (Eh) = -0.036 / -0.172
- maximum force (eV/Å) = 1.8
- gap between HOMO and LUMO (spin up / spin down) (eV) = 5.847 / 2.141
- DFT total energy (eV) = -14508.528



Q: What is the net charge in the first record?
A: +1



Q: Look up the 2S+1 of the first one.
A: 1



Q: Among the records above, which one has the highest maximum force?
A: C37H98N13O23